(1)
{
  "formula": "C30H88N6O11",
  "method": "the ωB97M-V functional and the def2-TZVPD basis",
  "elements": ["O", "H", "H", "O", "H", "H", "C", "C", "C", "O", "C", "N", "H", "H", "H", "H", "H", "H", "H", "H", "H", "H", "H", "C", "C", "C", "O", "C", "N", "H", "H", "H", "H", "H", "H", "H", "H", "H", "H", "H", "C", "C", "C", "O", "C", "N", "H", "H", "H", "H", "H", "H", "H", "H", "H", "H", "H", "C", "C", "C", "O", "C", "N", "H", "H", "H", "H", "H", "H", "H", "H", "H", "H", "H", "C", "C", "C", "O", "C", "N", "H", "H", "H", "H", "H", "H", "H", "H", "H", "H", "H", "C", "C", "C", "O", "C", "N", "H", "H", "H", "H", "H", "H", "H", "H", "H", "H", "H", "C", "C", "O", "H", "H", "H", "H", "H", "H", "C", "C", "O", "H", "H", "H", "H", "H", "H", "C", "C", "O", "H", "H", "H", "H", "H", "H"],
  "coordinates": [[-5.63545, 1.87859, -13.56033], [-4.72069, 1.98531, -13.82121], [-5.59309, 1.43912, -12.71105], [-7.39626, -4.13964, -10.17406], [-7.62586, -4.59093, -9.36175], [-6.55141, -3.72907, -9.98995], [-5.38866, -8.78149, -11.68718], [-5.65882, -9.70262, -10.47459], [-4.51467, -9.76852, -9.40244], [-3.36771, -10.47496, -9.75096], [-2.44721, -10.56121, -8.60890], [-6.93825, -9.31025, -9.87217], [-4.40356, -9.09603, -12.03178], [-5.32683, -7.72485, -11.42681], [-6.12420, -8.88901, -12.48437], [-5.82750, -10.74201, -10.75624], [-4.94644, -10.31706, -8.56533], [-4.28676, -8.75904, -9.06024], [-2.57197, -11.43360, -7.96745], [-2.40518, -9.67433, -7.97661], [-1.42306, -10.61923, -8.97745], [-7.67385, -8.98622, -10.48374], [-7.26925, -10.06849, -9.29285], [-7.69754, -1.34612, -21.76099], [-7.30806, -0.89814, -20.31476], [-6.27116, 0.18074, -20.24297], [-5.01115, -0.33719, -20.69804], [-3.89992, 0.51972, -20.36217], [-8.55079, -0.43944, -19.69643], [-7.97199, -0.44324, -22.30652], [-8.57735, -1.98934, -21.77781], [-6.92325, -1.93481, -22.25293], [-6.86791, -1.72418, -19.75616], [-6.21113, 0.55370, -19.22053], [-6.49735, 1.09361, -20.79398], [-2.96172, -0.00460, -20.54374], [-3.95167, 0.57609, -19.27487], [-3.89133, 1.54903, -20.72072], [-8.60943, 0.47928, -20.11192], [-8.45477, -0.17730, -18.72578], [-10.82536, -10.82241, -14.68351], [-10.88464, -10.50544, -13.20899], [-11.32091, -9.12453, -12.91795], [-11.13300, -8.92448, -11.55888], [-11.13331, -7.55128, -11.17833], [-11.81213, -11.50235, -12.68154], [-10.06698, -10.26431, -15.23260], [-11.76000, -10.58423, -15.19125], [-10.57902, -11.86215, -14.89881], [-9.89090, -10.59987, -12.77117], [-12.37514, -9.01010, -13.17014], [-10.71443, -8.42250, -13.49017], [-10.16207, -7.15426, -11.47362], [-11.12705, -7.43969, -10.09408], [-12.03370, -7.07548, -11.56692], [-11.52155, -12.43081, -12.95285], [-11.90775, -11.43578, -11.67829], [-13.19152, -5.59506, -16.73218], [-12.79406, -4.17761, -17.02252], [-12.23569, -3.50964, -15.74157], [-13.25919, -3.44071, -14.73472], [-12.85461, -2.91906, -13.48960], [-11.70189, -4.26321, -18.01023], [-13.80966, -5.69663, -15.84017], [-12.34403, -6.23630, -16.48995], [-13.73295, -5.98836, -17.59257], [-13.63192, -3.63789, -17.46386], [-11.81768, -2.51700, -15.90898], [-11.43974, -4.10502, -15.29428], [-11.88226, -3.34528, -13.24269], [-13.60581, -3.07713, -12.71577], [-12.64155, -1.86316, -13.65627], [-10.99319, -4.89687, -17.66918], [-11.28949, -3.35915, -18.19106], [-0.28919, -9.77133, -20.95642], [-1.52508, -9.03431, -20.45607], [-1.34602, -7.46630, -20.53281], [-2.57725, -6.78558, -20.09512], [-2.59318, -5.39412, -20.41833], [-2.72957, -9.36010, -21.20688], [0.51938, -9.33755, -20.36807], [-0.18781, -9.60963, -22.02958], [-0.46277, -10.84125, -20.84137], [-1.64931, -9.39077, -19.43353], [-1.06065, -7.12202, -21.52685], [-0.54064, -7.16542, -19.86279], [-1.74220, -4.79009, -20.10357], [-3.50734, -4.93351, -20.04384], [-2.74408, -5.30778, -21.49438], [-2.63653, -8.86625, -22.08297], [-3.42104, -8.78204, -20.75103], [-1.34479, -6.06224, -10.47552], [-0.77018, -5.06536, -11.46800], [-1.53967, -4.94330, -12.77042], [-1.50222, -6.12246, -13.57029], [-2.30310, -6.08047, -14.79044], [-0.71204, -3.76085, -10.83397], [-0.98127, -5.86033, -9.46795], [-1.08559, -7.09343, -10.71542], [-2.43016, -6.00522, -10.39295], [0.26301, -5.37440, -11.62640], [-1.17605, -4.15551, -13.43019], [-2.59066, -4.73861, -12.56637], [-3.37356, -6.05707, -14.58635], [-2.05007, -6.98230, -15.34792], [-1.99919, -5.26966, -15.45252], [-0.23128, -3.92892, -9.96177], [-0.04934, -3.24812, -11.39791], [-11.85800, 1.90185, -14.69725], [-10.44799, 1.70519, -14.21931], [-9.57617, 1.42964, -15.33518], [-12.60913, 1.99075, -13.91239], [-12.32814, 1.01433, -15.12078], [-12.07810, 2.66617, -15.44255], [-10.36585, 0.82158, -13.58640], [-10.04499, 2.45622, -13.53986], [-8.69132, 1.59140, -14.99977], [-8.04551, -8.32621, -19.16952], [-7.40463, -7.76980, -17.86871], [-8.49431, -7.12967, -17.28031], [-8.40248, -7.54332, -19.83868], [-8.94397, -8.90744, -18.96204], [-7.25582, -8.79852, -19.75382], [-6.66506, -6.97339, -17.95157], [-7.10051, -8.59690, -17.22723], [-8.17116, -6.59191, -16.55368], [-5.67153, -2.49156, -15.59914], [-7.08531, -2.62934, -15.10543], [-7.26792, -3.98132, -14.72653], [-5.45010, -3.11463, -16.46566], [-4.91514, -2.77650, -14.86785], [-5.59424, -1.44056, -15.87758], [-7.78040, -2.27920, -15.86855], [-7.22285, -1.92680, -14.28347], [-7.29317, -3.96132, -13.76707]],
  "e_homo_ev": -8.9,
  "lumo_ha": 0.000,
  "smiles": "COC[C@H](C)N.COC[C@H](C)N.COC[C@H](C)N.COC[C@H](C)N.COC[C@H](C)N.COC[C@H](C)N.CCO.CCO.CCO.O.O"
}

(2)
{
  "formula": "C30H90N18O12",
  "method": "the ωB97M-V functional and the def2-TZVPD basis",
  "elements": ["C", "C", "C", "O", "C", "N", "H", "H", "H", "H", "H", "H", "H", "H", "H", "H", "H", "C", "C", "C", "O", "C", "N", "H", "H", "H", "H", "H", "H", "H", "H", "H", "H", "H", "C", "C", "C", "O", "C", "N", "H", "H", "H", "H", "H", "H", "H", "H", "H", "H", "H", "C", "C", "C", "O", "C", "N", "H", "H", "H", "H", "H", "H", "H", "H", "H", "H", "H", "C", "C", "C", "O", "C", "N", "H", "H", "H", "H", "H", "H", "H", "H", "H", "H", "H", "C", "C", "C", "O", "C", "N", "H", "H", "H", "H", "H", "H", "H", "H", "H", "H", "H", "C", "O", "N", "N", "H", "H", "H", "H", "C", "O", "N", "N", "H", "H", "H", "H", "C", "O", "N", "N", "H", "H", "H", "H", "C", "O", "N", "N", "H", "H", "H", "H", "C", "O", "N", "N", "H", "H", "H", "H", "C", "O", "N", "N", "H", "H", "H", "H"],
  "coordinates": [[-6.90114, -0.84003, 5.08802], [-7.25461, -0.99507, 3.60767], [-7.07940, 0.35187, 2.73390], [-7.67960, 1.43435, 3.50952], [-7.30211, 2.72163, 3.13909], [-6.68045, -2.21492, 3.05983], [-7.49597, -0.07648, 5.58929], [-5.86971, -0.55286, 5.29248], [-7.12339, -1.67109, 5.75739], [-8.33187, -1.15407, 3.55956], [-7.48903, 0.34479, 1.72382], [-6.02331, 0.56304, 2.56597], [-8.21044, 3.32085, 3.20234], [-6.66583, 2.76329, 2.25506], [-6.69028, 3.20766, 3.89907], [-7.32621, -2.79616, 3.57486], [-5.79011, -2.29013, 3.53073], [3.26352, 5.38692, -5.25802], [4.33481, 6.21728, -4.53204], [5.05652, 5.34602, -3.47356], [4.19201, 4.92613, -2.42147], [4.66794, 3.92893, -1.44257], [5.29962, 6.64084, -5.59467], [3.72797, 4.65221, -5.91573], [2.74978, 6.10989, -5.89164], [2.50788, 5.00863, -4.56955], [4.16112, 7.19971, -4.09299], [5.96193, 5.73085, -3.00425], [5.30449, 4.35050, -3.84176], [5.33386, 3.11404, -1.72648], [3.77265, 3.54097, -0.95671], [5.29753, 4.50061, -0.76075], [5.69119, 5.74400, -5.84457], [6.07960, 7.07364, -5.12096], [-1.38374, 1.10629, -8.88216], [-2.71391, 1.21865, -8.22867], [-3.81271, 1.84069, -9.20409], [-4.09596, 0.94593, -10.20668], [-4.63547, 1.51088, -11.42278], [-3.02871, -0.10481, -7.88247], [-1.40225, 0.43587, -9.74140], [-0.55624, 0.70498, -8.29711], [-1.23194, 2.12077, -9.25079], [-2.66528, 1.63986, -7.22451], [-3.38819, 2.72077, -9.68714], [-4.76048, 2.09548, -8.72982], [-3.90900, 1.96173, -12.09884], [-5.18778, 2.42693, -11.21323], [-5.27271, 0.80483, -11.95525], [-3.21480, -0.54267, -8.77339], [-3.95590, -0.11013, -7.48197], [2.07110, -11.97089, 3.31232], [1.10735, -11.17426, 4.18493], [0.05451, -10.38790, 3.43083], [0.66311, -9.53644, 2.45360], [-0.27989, -8.62414, 1.89963], [0.59139, -12.24377, 4.97216], [2.51255, -11.24029, 2.63450], [1.56446, -12.75786, 2.75370], [2.82240, -12.58141, 3.81324], [1.69596, -10.44025, 4.73526], [-0.45273, -9.70753, 4.11488], [-0.78446, -10.94448, 3.01317], [0.29973, -7.90407, 1.32201], [-0.84813, -7.88897, 2.46945], [-1.16649, -9.05589, 1.43528], [0.13542, -11.91346, 5.81067], [-0.05069, -12.90122, 4.55311], [-2.05814, 7.24110, -0.11975], [-2.24750, 6.57299, -1.48661], [-2.08676, 7.54786, -2.69151], [-2.38246, 6.94657, -3.92688], [-3.68096, 6.52759, -4.18040], [-1.24457, 5.52599, -1.58961], [-1.09338, 6.97742, 0.31364], [-2.89284, 7.10334, 0.56754], [-1.98832, 8.31766, -0.27549], [-3.17586, 6.00376, -1.53396], [-1.08260, 7.96233, -2.60223], [-2.59444, 8.50187, -2.54929], [-3.85862, 6.35846, -5.24245], [-4.38527, 7.28973, -3.84697], [-3.77513, 5.55177, -3.70394], [-0.25048, 5.69986, -1.54896], [-1.32237, 5.45107, -2.59382], [4.34424, 4.47452, 6.35910], [4.05494, 3.99426, 7.73479], [4.63885, 4.90595, 8.81654], [6.04116, 4.94887, 8.79863], [6.51884, 5.52180, 9.99785], [2.62349, 3.76712, 7.93857], [5.39426, 4.43165, 6.06976], [4.13711, 5.52935, 6.17878], [3.81841, 3.84776, 5.63884], [4.47663, 2.99462, 7.83969], [4.39651, 4.44519, 9.77418], [4.17347, 5.88962, 8.87895], [6.04401, 6.46899, 10.25368], [7.53130, 5.91305, 9.89804], [6.52450, 4.72607, 10.74277], [2.15648, 4.62946, 7.69698], [2.18052, 3.02996, 7.40897], [5.73096, -2.97073, -3.39725], [5.00197, -3.01376, -4.37684], [7.06133, -3.11412, -3.54890], [5.33276, -2.76868, -2.16142], [7.82350, -2.94894, -2.90710], [7.28396, -3.23312, -4.52684], [5.98242, -2.91144, -1.40139], [4.33953, -2.88129, -2.01682], [-6.45755, -3.47998, -2.55866], [-6.59603, -3.39713, -3.73008], [-7.41386, -3.28131, -1.69568], [-5.42523, -3.78114, -1.83088], [-7.14742, -3.17886, -0.72687], [-8.38976, -3.16980, -1.93082], [-4.60829, -4.03439, -2.36807], [-5.47299, -3.84468, -0.82402], [0.08089, -5.48591, -5.03833], [-0.98122, -6.02593, -5.04802], [0.26111, -4.26416, -5.35501], [1.28473, -6.08836, -4.88490], [-0.51121, -3.66446, -5.60798], [1.19972, -3.92999, -5.52070], [2.01198, -5.60840, -5.39563], [1.12456, -7.07859, -5.00278], [-0.34264, -2.29564, 6.34970], [-0.09082, -1.20047, 5.92165], [-0.49684, -3.36350, 5.60481], [-0.59611, -2.52706, 7.61041], [-0.83111, -4.07986, 6.23343], [-0.43243, -3.39996, 4.59751], [-0.28365, -1.85529, 8.29685], [-0.69227, -3.48700, 7.90934], [6.86322, -1.14660, 3.56015], [7.48003, -1.47384, 2.64422], [5.60361, -1.41963, 3.71965], [7.32982, -0.49325, 4.59275], [5.13404, -1.16852, 4.57786], [5.13440, -1.95576, 3.00375], [6.81686, -0.29951, 5.44095], [8.29236, -0.18874, 4.62242], [0.00120, -0.62223, 0.16275], [0.34302, -1.73386, 0.53905], [-0.52615, 0.31726, 0.92524], [-0.14269, -0.35262, -1.09218], [-0.42838, 1.25241, 0.55641], [-0.41774, 0.13319, 1.91239], [-0.53575, 0.48518, -1.49674], [0.15772, -1.15822, -1.62215]],
  "e_homo_ev": -9.1,
  "lumo_ha": 0.003,
  "smiles": "COC[C@H](C)N.COC[C@H](C)N.COC[C@H](C)N.COC[C@H](C)N.COC[C@H](C)N.COC[C@H](C)N.NC(N)=O.NC(N)=O.NC(N)=O.NC(N)=O.NC(N)=O.NC(N)=O"
}

These records have energy above the lowest of the compared OMol25 structures with the same formula, charge and spin values of 1.3870, 9.8594 eV, in the order they appear.
These records have largest force on an atom values of 2.064, 7.233 eV/A, in the order they appear.
These records have frontier orbital gap values of 8.9, 9.2 eV, in the order they appear.